Here is one molecule with the formula C11H18N4O3 at a distorted geometry from the Open Molecules 2025 dataset. Energies are from wB97M-V/def2-TZVPD.

For the HOMO-LUMO gap, the calculation gives 9.332 eV. The SMILES is CC(C)[C@H](NC(=O)[C@@H](N)Cc1c[nH]cn1)C(=O)O. The calculation puts the electronic energy at -23801.860 eV. The calculation puts the energy above the lowest of the compared OMol25 structures with the same formula, charge and spin at 1.635 eV. The value obtained for the HOMO energy is -8.796 eV.

```
36
Properties=species:S:1:pos:R:3:forces:R:3
C -3.23142 0.51680 -0.90780 0.7 0.5 0.5
C -3.10970 -0.57184 0.16775 -0.3 -1.1 -0.3
C -3.85036 -0.14762 1.40535 -0.8 1.6 0.6
C -1.65409 -1.05512 0.61613 -0.6 1.3 -2.6
N -0.76885 0.00284 1.07484 -0.4 -1.8 0.6
C -0.39615 1.19061 0.51686 0.6 -0.1 -0.7
O -0.43543 2.18157 1.18902 0.0 1.4 1.5
C 0.26243 1.40653 -0.87539 -0.4 0.7 0.7
N -0.20687 2.70111 -1.38214 -0.2 -0.2 -0.2
C 1.77832 1.66044 -0.66513 -0.9 0.0 0.9
C 2.50467 0.46439 -0.09078 0.6 0.5 0.0
C 3.24790 -0.38125 -0.81772 1.9 -1.4 -0.9
N 3.92769 -1.24496 0.07372 -1.0 1.1 -1.2
C 3.52919 -0.85759 1.28361 -1.1 0.2 1.8
N 2.66901 0.13291 1.25318 -0.3 0.5 -0.3
C -1.06577 -1.85220 -0.54416 0.8 -2.2 -1.6
O -1.66057 -2.57896 -1.32913 0.0 1.3 1.2
O 0.29196 -1.80495 -0.62319 -0.2 0.4 0.3
H -4.29729 0.74097 -1.06120 0.3 -0.2 0.0
H -2.79830 0.21784 -1.88653 -0.1 0.3 0.7
H -2.78560 1.45575 -0.49238 -0.1 -0.5 -0.7
H -3.61101 -1.43436 -0.28660 0.3 -0.2 0.3
H -3.22923 0.66496 1.81073 -0.4 0.0 0.4
H -4.01584 -0.88564 2.19812 0.3 -0.2 -0.3
H -4.86079 0.31618 1.20785 1.0 -0.5 -0.1
H -1.81895 -1.74137 1.42508 0.1 -0.4 0.4
H -0.62374 -0.07254 2.07244 -0.1 0.8 -0.1
H 0.08380 0.55344 -1.47180 -0.2 -0.6 -1.2
H -0.36191 3.17927 -0.50335 0.0 0.8 -0.1
H -1.10649 2.70831 -1.84674 0.0 -0.5 -0.1
H 1.76000 2.47843 0.09685 0.5 -0.5 -0.7
H 2.13849 2.06706 -1.65328 0.0 -0.7 1.2
H 3.50547 -0.44796 -1.87310 -0.3 0.2 0.3
H 4.68617 -1.84526 -0.15420 0.2 -0.4 -0.1
H 3.72546 -1.36833 2.22924 0.4 0.1 -0.6
H 0.60508 -2.35008 -1.37431 -0.6 0.2 0.4
```
Forces are in eV/Å.

=====

Here is C11H18N4O3S as an isolated structure at a distorted geometry from the Open Molecules 2025 dataset. Energies are from wB97M-V/def2-TZVPD.

For the HOMO-LUMO gap, the calculation gives 8.592 eV. The calculation puts the electronic energy at -34630.841 eV. The calculation puts the energy above the lowest of the compared OMol25 structures with the same formula, charge and spin at 7.528 eV. The value obtained for the HOMO energy is -8.447 eV.

```
37
Properties=species:S:1:pos:R:3:forces:R:3
C 1.24240 -1.31945 -1.06051 -0.6 2.4 7.2
C 1.25901 0.11272 -0.32607 -1.7 -1.7 0.5
C 0.17324 -1.22432 -1.99767 -2.7 1.7 -5.3
C -0.09616 -2.47070 -2.90826 2.1 6.7 2.4
C -0.13734 -2.59616 -4.23963 -1.5 2.9 -3.0
C -0.02663 -4.46746 -3.16729 1.2 0.0 -0.9
C 0.61086 0.98807 1.95263 1.5 0.5 0.3
C -0.02126 0.46622 3.28157 4.4 4.0 4.4
C 0.07931 2.31948 1.32761 1.2 -2.3 -4.7
C 0.18542 3.56707 2.03818 3.9 2.7 0.0
C -2.41485 4.32079 2.12033 0.1 0.2 -4.4
H 0.95370 -3.07124 -0.44492 -0.6 -0.7 1.3
H 1.76207 -2.51768 0.95539 -1.1 1.4 -2.8
H 2.17931 -1.28225 -1.40477 3.6 -0.9 -1.9
H -0.84164 -0.94199 -1.50109 1.9 0.0 -0.9
H 0.66952 -0.37473 -2.84342 -2.1 -1.8 2.7
H -0.42422 -1.80710 -5.05891 1.0 -1.9 1.8
H -0.09114 -5.50726 -3.23839 0.3 -1.6 1.3
H -0.56899 -4.52161 -5.32057 2.4 2.4 3.6
H 0.39004 -0.96661 1.03566 -0.2 0.5 0.0
H 1.63331 1.09949 2.32956 0.3 0.0 -0.7
H -0.91175 1.94221 1.30531 -1.7 0.5 -1.0
H 0.58015 2.27845 0.23010 -1.5 0.4 2.6
H -0.19463 3.15787 2.86826 -1.3 0.1 4.5
H 1.36141 3.75180 2.28375 -2.9 0.2 -0.7
H -2.65431 4.05487 3.04629 0.6 -1.5 4.6
H -2.40995 3.32917 1.48307 -1.1 2.4 0.8
H -3.21506 5.10659 2.10613 0.3 -0.8 -1.7
H -1.00676 -0.47353 2.28176 -1.2 -1.4 -3.9
N 1.01993 -2.25416 0.17446 1.2 -2.2 -1.4
N 0.13277 -3.53681 -2.21677 -1.2 -5.9 -0.9
N -0.03842 -3.92855 -4.42589 -3.2 -3.1 -2.9
N 0.45594 0.04581 0.82348 0.9 0.1 0.8
O 1.79893 1.06639 -0.79365 0.9 0.8 -0.3
O 0.45437 0.78683 4.42643 -1.8 -1.0 -4.6
O -1.04134 -0.26857 3.16484 -2.3 -1.3 2.7
S -0.84725 5.13637 1.71299 0.9 -2.0 0.5
```
Forces are in eV/Å.

=====

Here is one molecule with the formula C11H18N8 at a distorted geometry from the Open Molecules 2025 dataset. Energies are from wB97M-V/def2-TZVPD.

For the HOMO-LUMO gap, the calculation gives 8.020 eV. The SMILES is CN(C)CCCc1nc2c(N)nc(N)nc2nc1N. The calculation puts the electronic energy at -23620.710 eV. The value obtained for the HOMO energy is -8.002 eV.

```
37
Properties=species:S:1:pos:R:3:forces:R:3
C -2.67282 2.70035 -2.09066 2.2 0.1 -0.8
N -1.52748 2.36583 -1.24336 0.4 0.5 1.0
C -1.11833 3.52959 -0.41353 0.7 -1.1 0.4
C -0.31756 1.75145 -1.85351 -0.1 -0.4 0.0
C -0.53559 0.36087 -2.49146 -0.7 0.5 0.9
C -1.25037 -0.63576 -1.53055 0.9 -0.3 -0.3
C -0.40722 -0.91125 -0.28528 0.3 -1.6 -1.2
N 0.53803 -1.87393 -0.36016 -0.8 1.9 1.9
C 1.19793 -2.06499 0.84378 -1.8 1.5 -0.1
C 2.28775 -2.90616 0.99399 1.6 -1.0 -2.2
N 2.81112 -3.47324 -0.16145 -1.3 0.7 0.3
N 2.89587 -3.11216 2.13332 1.4 -1.3 -2.0
C 2.46510 -2.42517 3.14630 -1.6 0.7 -0.2
N 2.96131 -2.67157 4.33765 1.9 -1.4 1.5
N 1.50188 -1.57461 3.16402 -1.2 1.7 0.3
C 0.86750 -1.33905 2.02915 0.5 -0.9 -0.5
N -0.07359 -0.41005 2.07562 -0.3 -0.1 -0.9
C -0.69027 -0.21240 0.93154 -1.0 2.0 1.6
N -1.66779 0.78719 1.06308 0.4 -1.1 -0.9
H -3.52599 2.94148 -1.50487 -0.6 0.5 0.5
H -2.91250 1.85846 -2.68836 -0.4 -1.0 -0.5
H -2.37878 3.48985 -2.81134 -0.5 0.1 0.3
H -0.68257 4.31549 -1.03469 0.1 0.2 0.1
H -1.92161 3.94835 0.19353 -0.4 -0.1 -0.4
H -0.37059 3.17152 0.34981 -0.5 0.4 -0.9
H 0.43651 1.56586 -1.05667 -0.5 0.6 -0.2
H 0.12142 2.42356 -2.61169 0.1 0.0 0.2
H -1.13076 0.49655 -3.38067 -0.2 -0.2 -0.5
H 0.42892 -0.06915 -2.78452 -0.1 0.2 0.1
H -2.25018 -0.30937 -1.23093 0.2 0.2 -0.1
H -1.35919 -1.57441 -2.10088 0.0 0.2 0.4
H 2.40601 -3.05602 -1.02053 0.8 -0.7 0.9
H 3.78195 -3.71001 -0.09151 0.2 -0.1 -0.3
H 3.24748 -3.63200 4.29461 0.5 -0.4 1.0
H 2.28001 -2.41534 5.01256 -0.2 0.0 0.9
H -1.80898 1.37246 0.24327 -0.2 -0.1 -0.3
H -1.62660 1.29780 1.93436 0.2 -0.4 0.0
```
Forces are in eV/Å.

=====

Here is C11H19AgNO7 as an isolated structure at a distorted geometry from the Open Molecules 2025 dataset. Energies are from wB97M-V/def2-TZVPD.

For the HOMO-LUMO gap, the calculation gives 1.651 eV. The charge is -3. The calculation puts the electronic energy at -31522.043 eV. The calculation puts the energy above the lowest of the compared OMol25 structures with the same formula, charge and spin at 7.274 eV. The value obtained for the HOMO energy is 4.405 eV.

```
39
Properties=species:S:1:pos:R:3:forces:R:3
Ag -0.28184 -0.45308 -2.21729 0.0 -0.2 -1.8
C -2.07453 -1.49281 -4.08382 5.6 5.0 1.3
O -0.87943 -1.86488 -3.99491 4.0 -6.9 2.3
O -2.48773 -0.80791 -3.12363 -4.7 0.1 7.9
O -2.14515 -0.82009 -5.06277 -5.2 1.8 -10.9
C 2.33262 -0.00286 -4.65345 -3.4 1.8 -1.0
O 3.26635 0.68542 -4.27154 4.8 0.8 1.1
O 2.15201 -0.67986 -5.67001 2.1 -2.6 -2.6
O 1.19725 0.29869 -4.15035 -3.2 0.3 3.3
C 1.17693 1.90921 -0.38698 -0.3 -1.6 -0.8
C 0.89129 1.07363 0.91849 0.9 2.1 0.4
C -0.04330 1.98365 1.74020 0.3 -0.4 1.6
C -1.44704 1.41115 1.90077 1.1 3.5 -1.9
C -1.44566 0.03607 2.35032 -2.7 0.7 0.9
C -0.82722 -0.90956 1.42605 0.7 -1.3 -1.3
N 0.26326 -0.20451 0.71279 -0.5 -0.6 -1.3
O 1.01419 -1.03062 -0.18268 -0.7 0.5 1.0
C -0.30486 -2.04134 2.29163 1.2 -1.8 -2.1
C -1.88589 -1.50341 0.35192 1.6 1.0 1.5
C 2.20388 0.84260 1.68097 0.4 -0.7 0.2
H 0.26443 1.79774 -0.97265 0.0 -0.3 -0.6
H 2.03525 1.51583 -0.93162 -0.3 -0.4 -0.3
H 1.32233 2.98775 -0.44800 0.1 0.2 1.4
H 0.36875 2.06681 2.74589 0.2 0.0 0.3
H -0.05236 3.00670 1.36417 -0.1 -0.2 -0.2
H -1.79785 1.60029 0.88624 -1.0 -0.7 -0.1
H -1.97947 2.09874 2.55791 -0.3 -0.2 0.2
H -2.51253 -0.18719 2.34302 -0.2 -0.6 0.5
H -1.14066 0.04862 3.39670 0.5 -0.5 0.0
H 0.54380 -1.77371 2.92112 -0.6 0.1 0.7
H -1.02473 -2.80789 2.57848 -0.5 0.8 1.2
H 0.15699 -2.73612 1.59015 0.7 0.0 -0.5
H -2.66401 -2.00882 0.92395 -0.2 0.0 -0.1
H -2.25570 -0.65830 -0.22871 -0.3 -0.3 -0.2
H -1.38094 -2.20984 -0.30692 -0.1 0.1 -0.1
H 2.82400 1.71391 1.89162 -0.4 0.3 0.1
H 2.88919 0.17005 1.16510 0.0 0.0 -0.6
H 1.98310 0.27033 2.58201 -0.1 0.4 0.5
H 1.74527 -1.32440 0.36580 0.5 -0.4 -0.1
```
Forces are in eV/Å.

=====

Here is a 3-piece molecular cluster, C11H19BClNO4 overall at a distorted geometry from the Open Molecules 2025 dataset. Energies are from wB97M-V/def2-TZVPD.

For the HOMO-LUMO gap, the calculation gives 9.068 eV. The SMILES is CC(C)=NBCl.O=C1CCCO1.O=C1CCCO1. The calculation puts the electronic energy at -34594.866 eV. The value obtained for the HOMO energy is -8.647 eV.

```
37
Properties=species:S:1:pos:R:3:forces:R:3
C -0.19845 0.40145 0.96407 -0.2 0.7 0.0
C -1.00510 1.74614 0.96500 1.1 -0.1 0.3
C -0.23339 2.97291 1.57744 -0.5 -0.5 -1.5
N -2.19187 1.87920 0.47010 -0.3 -0.9 2.9
B -3.24732 1.37633 1.32476 0.0 0.7 -2.1
Cl -4.99607 1.81326 0.90529 1.0 -0.4 0.2
H -0.85772 -0.48878 1.07205 0.4 0.9 -0.3
H 0.55857 0.37496 1.78934 -0.6 0.2 -0.8
H 0.34299 0.39433 -0.02094 -0.4 -0.1 0.8
H -0.58615 3.18278 2.61512 0.2 -0.3 -0.8
H -0.47435 3.82717 0.89727 0.2 -0.5 0.8
H 0.85889 2.79311 1.50421 -0.7 0.2 0.4
H -3.06371 0.67655 2.26934 -0.1 0.3 0.0
O 1.58333 3.48254 -0.80188 0.1 -0.3 0.2
C 2.51788 2.75527 -0.97739 -0.2 0.6 -0.2
C 3.33468 2.64249 -2.23976 0.2 -0.5 -0.2
C 4.08134 1.33692 -2.02334 0.2 -0.1 -0.4
C 4.19697 1.27875 -0.51391 0.3 -0.3 0.1
O 3.01675 1.93070 -0.02035 -0.2 0.0 -0.1
H 4.01299 3.49585 -2.29996 -0.1 0.1 0.0
H 2.69287 2.60213 -3.11706 0.0 0.3 0.1
H 5.04469 1.29031 -2.53074 0.0 0.0 0.1
H 3.47241 0.50254 -2.38093 0.1 0.0 0.0
H 5.07290 1.81733 -0.14256 -0.1 0.0 0.0
H 4.23007 0.25493 -0.14276 -0.1 0.1 0.2
O -2.16504 -1.95140 2.01089 0.2 -0.5 0.2
C -2.15884 -2.80869 1.17357 -0.1 0.6 0.1
C -2.88281 -2.76305 -0.14795 -0.3 -0.5 -0.1
C -2.84449 -4.21750 -0.58457 -0.3 -0.1 -0.3
C -1.56973 -4.71439 0.06561 0.1 -0.3 -0.2
O -1.44608 -3.95840 1.27973 -0.1 0.1 0.1
H -2.33003 -2.11569 -0.83253 -0.1 0.1 0.1
H -3.90180 -2.40362 -0.02213 0.2 0.3 0.0
H -2.85793 -4.35411 -1.66578 0.1 0.0 0.1
H -3.70431 -4.74823 -0.16812 0.1 0.0 0.0
H -0.68714 -4.52695 -0.55229 0.0 0.0 0.0
H -1.61500 -5.77714 0.30115 0.1 0.1 0.2
```
Forces are in eV/Å.

=====

Here is a 2-piece molecular cluster, C11H19BFN2O3 overall at a distorted geometry from the Open Molecules 2025 dataset. Energies are from wB97M-V/def2-TZVPD.

For the HOMO-LUMO gap, the calculation gives 6.936 eV. The charge is -1. The calculation puts the electronic energy at -24234.446 eV. The value obtained for the HOMO energy is -4.279 eV.

```
37
Properties=species:S:1:pos:R:3:forces:R:3
C 2.32688 -1.40783 0.96104 -0.2 0.3 -0.8
B 2.20072 -1.18698 -0.61620 0.1 -0.2 1.3
O 2.67256 -2.15591 -1.46237 -0.4 0.2 -0.2
N 1.55297 0.01832 -1.12088 0.2 0.1 -0.9
C 1.11634 -0.11958 -2.53252 -0.3 0.5 -0.1
C 2.36641 1.19246 -0.99159 1.6 0.1 -0.2
O 3.45671 1.26123 -1.53054 -0.8 0.1 0.5
O 1.95437 2.23126 -0.24523 -0.9 -0.7 -0.8
C 0.51431 2.28228 -0.00399 0.2 0.2 1.1
C 0.25636 1.65834 1.36579 -0.6 0.0 -0.4
C -1.22895 1.52742 1.78512 0.6 0.7 -0.2
C -2.22390 1.28228 0.65385 -0.5 -0.4 0.9
N -2.13858 -0.08123 0.17957 0.1 0.3 -1.1
C -2.14689 -1.19798 0.94367 0.6 0.6 2.7
C -2.01881 -2.29801 0.16504 0.1 0.3 -1.2
C -1.95650 -1.79835 -1.18877 0.1 -2.3 0.4
C -2.03580 -0.46165 -1.13097 0.0 1.1 -0.9
H 2.97917 -0.62696 1.36679 0.0 -0.2 0.3
H 2.68274 -2.41044 1.20832 0.2 0.2 0.2
H 1.32844 -1.28196 1.38828 0.1 -0.1 0.1
H 2.96377 -2.90290 -0.93420 0.0 -0.1 -0.1
H 0.85279 -1.15268 -2.73509 0.1 0.0 0.0
H 0.21428 0.48148 -2.67863 0.0 -0.1 0.0
H 1.86916 0.23685 -3.24134 0.1 -0.2 0.1
H 0.28625 3.34983 0.04929 0.0 0.0 -0.3
H -0.04568 1.82975 -0.81847 0.2 -0.1 0.0
H 0.74634 2.31319 2.09061 0.2 -0.3 0.1
H 0.72216 0.67529 1.37213 0.0 0.1 0.1
H -1.28317 0.72618 2.52238 -0.4 0.0 0.0
H -1.52454 2.44512 2.30729 -0.1 0.0 -0.1
H -2.13158 1.97082 -0.18779 0.2 -0.1 0.0
H -3.22005 1.45510 1.07854 0.0 -0.1 -0.1
H -2.23106 -1.09198 2.08596 -0.5 -0.5 -0.8
H -1.97530 -3.30979 0.52695 0.0 -0.1 -0.1
H -1.85435 -2.43061 -2.06022 0.0 0.3 -0.2
H -2.02036 0.21274 -1.97583 -0.1 0.3 0.3
F -3.02722 -1.23513 3.40402 0.1 0.2 0.5
```
Forces are in eV/Å.